Entry 1:
{"formula": "C4H9O2", "method": "ωB97M-V/def2-TZVPD", "elements": ["C", "O", "C", "C", "H", "H", "H", "H", "H", "H", "C", "O", "H", "H", "H"], "positions_angstrom": [[0.8860, 1.7957, -0.1194], [1.1997, 1.8085, 1.2890], [-0.2543, 0.8428, -0.3756], [-1.4907, 1.1842, -0.7501], [1.8228, 1.4677, -0.5773], [0.6354, 2.8053, -0.4843], [0.3708, 1.6671, 1.7535], [-0.0560, -0.2689, -0.0770], [-2.1121, 0.3318, -1.0124], [-1.9002, 2.1926, -0.7406], [0.1771, -2.7605, 0.2351], [-0.7034, -1.7711, -0.0809], [0.0813, -3.1878, 1.2521], [0.0953, -3.6511, -0.4357], [1.2482, -2.4563, 0.1237]], "mulliken_charge": [-0.300, -0.561, -0.102, -0.863, 0.187, 0.229, 0.349, 0.432, 0.289, 0.276, -0.632, -0.817, 0.156, 0.176, 0.182], "e_tot_ha": -308.2123, "charge": -1, "relative_energy_kj_mol": 348.2, "spin_multiplicity": 1, "orbital_gap_ev": 6.382, "homo_ev": -2.44}


Entry 2:
{"formula": "C4H9O2", "method": "ωB97M-V/def2-TZVPD", "elements": ["C", "C", "H", "H", "H", "H", "H", "H", "C", "C", "O", "O", "H", "H", "H"], "positions_angstrom": [[-0.7725, -1.1328, -0.5014], [-0.5753, -1.2644, -2.0060], [-1.1250, -2.0647, 0.0769], [0.2337, -0.8660, -0.1432], [-1.5637, -0.4489, -0.3542], [0.4200, -1.7493, -2.1933], [-1.3678, -1.8227, -2.5177], [-0.4722, -0.3186, -2.4409], [1.3690, 1.1866, 1.3607], [-0.0232, 1.8730, 1.4942], [-0.4515, 1.6391, 2.6528], [-0.6859, 2.2676, 0.5149], [0.9809, 0.1799, 1.0869], [1.8829, 1.1502, 2.3360], [2.1505, 1.3710, 0.6344]], "mulliken_charge": [-0.415, -0.980, 0.263, -0.047, 0.304, 0.251, 0.296, 0.297, -0.574, 0.564, -0.727, -0.713, -0.103, 0.265, 0.319], "e_tot_ha": -308.3112, "charge": -1, "relative_energy_kj_mol": 88.5, "spin_multiplicity": 1, "orbital_gap_ev": 7.584, "homo_ev": -3.70}


Entry 3:
{"formula": "C4H9O2P", "method": "ωB97M-V/def2-TZVPD", "elements": ["C", "C", "P", "O", "C", "C", "O", "H", "H", "H", "H", "H", "H", "H", "H", "H"], "positions_angstrom": [[-1.3708, -1.5627, -0.6451], [-0.6810, -0.3418, -0.2607], [-0.3604, 0.9321, -1.4283], [1.4883, 0.5700, -0.4404], [1.6593, 0.6514, 0.8963], [0.2278, 0.8090, 1.5431], [-0.3512, -0.3024, 1.0661], [-0.6482, -2.1510, -1.0964], [-2.0934, -1.3387, -1.3273], [-1.6905, -2.0048, 0.2121], [-1.2827, 0.5080, -2.4331], [0.6766, 0.6512, -2.2670], [2.1489, 1.4870, 1.1936], [2.0360, -0.3955, 1.2334], [0.2270, 0.7656, 2.6552], [0.0141, 1.7227, 1.0986]], "mulliken_charge": [-1.495, 0.916, -0.116, -0.618, -0.321, -0.621, -0.333, 0.349, 0.495, 0.400, -0.043, 0.016, 0.401, 0.251, 0.341, 0.377], "smiles": "CC1=[PH2]OCCO1", "e_tot_ha": -649.4606, "relative_energy_kj_mol": 607.3, "spin_multiplicity": 1, "orbital_gap_ev": 7.801, "homo_ev": -8.22}


Entry 4:
{"formula": "C4H9O2P", "method": "ωB97M-V/def2-TZVPD", "elements": ["C", "C", "C", "C", "O", "O", "P", "H", "H", "H", "H", "H", "H", "H", "H", "H"], "positions_angstrom": [[1.5841, -0.4001, -0.3921], [-0.9669, 0.2348, 0.7085], [-0.2555, 1.3307, -1.4849], [-0.5697, 0.0994, -0.7377], [2.3555, 0.0173, -1.1682], [1.6814, -1.1078, 0.6589], [3.1357, -1.8906, 1.1885], [-1.2294, -0.6512, 1.1019], [-0.2423, 0.6590, 1.4701], [-1.9447, 0.8797, 0.8833], [0.3828, 1.0434, -2.2851], [0.3807, 2.1276, -0.9551], [-1.2784, 1.8141, -1.7155], [-0.9099, -0.7723, -1.4081], [2.7684, -2.0371, 2.5044], [2.9133, -3.0840, 0.6076]], "mulliken_charge": [0.435, -1.111, -1.034, -0.061, -0.382, -0.175, -0.038, 0.420, 0.271, 0.278, 0.373, 0.249, 0.290, 0.378, 0.057, 0.049], "e_tot_ha": -649.4214, "relative_energy_kj_mol": 196.6, "spin_multiplicity": 3, "orbital_gap_ev": [6.266, 8.356], "homo_ev": [-5.39, -9.81], "s2": 2.010}


Entry 5:
{"formula": "C4H9O2S", "method": "ωB97M-V/def2-TZVPD", "elements": ["C", "C", "S", "H", "H", "H", "H", "H", "H", "C", "C", "O", "O", "H", "H", "H"], "positions_angstrom": [[-2.9835, 0.3647, -0.3272], [-1.1924, -0.1702, 1.7597], [-2.7975, -0.8316, 1.0966], [-2.0046, 0.3968, -0.7485], [-3.6375, -0.0775, -1.1074], [-3.4744, 1.3613, -0.1558], [-1.4333, 0.3564, 2.6874], [-0.6212, 0.4674, 1.1660], [-0.4023, -0.9502, 2.1849], [3.3847, -0.3304, -1.1005], [1.7746, 0.0949, -0.8001], [1.5333, 0.3281, 0.3630], [1.0709, 0.0496, -1.7992], [3.4657, -1.0898, -1.9807], [3.4802, -0.6487, -0.0932], [3.8373, 0.6793, -1.1449]], "mulliken_charge": [-0.620, -0.672, -0.138, 0.142, 0.282, 0.243, 0.319, 0.207, 0.245, -0.892, 0.527, -0.682, -0.682, 0.223, 0.290, 0.210], "e_tot_ha": -706.4848, "charge": -1, "relative_energy_kj_mol": 165.9, "spin_multiplicity": 1, "orbital_gap_ev": 6.905, "homo_ev": -3.67}


Entry 6:
{"formula": "C4H9O2S", "method": "ωB97M-V/def2-TZVPD", "elements": ["O", "C", "O", "H", "H", "C", "C", "C", "S", "H", "H", "H", "H", "H", "H", "H"], "positions_angstrom": [[-1.3817, -1.0270, 1.7108], [-0.2277, -1.1820, 2.1663], [0.8027, -0.5717, 1.6965], [-0.0221, -1.9563, 2.9147], [0.7818, 0.7588, 0.7511], [0.6877, -0.7638, -2.2371], [-0.5209, -0.6343, -1.3010], [-0.8049, 0.8257, -0.8906], [0.6615, 1.6665, -0.3055], [0.6266, 0.0580, -2.9965], [0.7763, -1.6976, -2.8162], [1.5688, -0.7665, -1.6007], [-1.4423, -1.0515, -1.7684], [-0.4320, -1.2227, -0.3872], [-1.5149, 0.8131, -0.0350], [-1.2365, 1.4617, -1.6604]], "mulliken_charge": [-0.647, -0.004, -0.727, 0.391, 0.305, -1.143, -0.035, -0.745, -0.392, 0.243, 0.369, 0.309, 0.330, 0.034, 0.298, 0.415], "e_tot_ha": -706.5287, "charge": -1, "relative_energy_kj_mol": 50.6, "spin_multiplicity": 1, "orbital_gap_ev": 7.968, "homo_ev": -4.30}


Entry 7:
{"formula": "C4H9O3", "method": "ωB97M-V/def2-TZVPD", "elements": ["C", "O", "C", "H", "H", "H", "H", "H", "H", "O", "C", "O", "C", "H", "H", "H"], "positions_angstrom": [[-1.5114, -0.9371, 1.0722], [-1.2747, 0.3470, 1.5874], [-2.3074, -0.8976, -0.2260], [-0.5595, -1.4464, 0.9058], [-2.0742, -1.4970, 1.8297], [-0.5130, 0.6893, 1.0803], [-1.7444, -0.3392, -0.9749], [-2.4868, -1.9112, -0.6176], [-3.2737, -0.4063, -0.0831], [0.4362, 0.9882, -0.5810], [1.5719, 0.5948, -0.1993], [1.8189, -0.2230, 0.7063], [2.7698, 1.1613, -0.9771], [3.6449, 1.2217, -0.3326], [2.9958, 0.5110, -1.8219], [2.5074, 2.1445, -1.3683]], "mulliken_charge": [-0.219, -0.592, -0.895, 0.206, 0.315, 0.337, 0.264, 0.295, 0.243, -0.789, 0.780, -0.721, -1.008, 0.299, 0.212, 0.272], "e_tot_ha": -383.5989, "charge": -1, "relative_energy_kj_mol": 20.2, "spin_multiplicity": 1, "orbital_gap_ev": 8.731, "homo_ev": -4.45}


Entry 8:
{"formula": "C4H9O3", "method": "ωB97M-V/def2-TZVPD", "elements": ["C", "O", "C", "C", "H", "H", "H", "H", "H", "H", "H", "O", "C", "O", "H", "H"], "positions_angstrom": [[1.5795, -0.4419, 0.3185], [0.8259, -1.4933, -0.1796], [0.8604, 0.8941, 0.3026], [0.3549, 1.2957, -1.0774], [2.4674, -0.3812, -0.3282], [1.8995, -0.6653, 1.3535], [1.5647, 1.6435, 0.6999], [0.0378, 0.8580, 1.0300], [-0.1546, 2.2589, -1.0406], [-0.3402, 0.5493, -1.4690], [1.1941, 1.4077, -1.7733], [-2.6476, -0.7952, -0.7289], [-2.5488, -1.0812, 0.4666], [-1.5250, -1.3204, 1.1512], [-3.5081, -1.2537, 1.0214], [-0.0602, -1.4750, 0.2532]], "mulliken_charge": [-0.565, -0.557, -0.357, -1.088, 0.341, 0.247, 0.329, 0.304, 0.305, 0.270, 0.346, -0.628, -0.049, -0.719, 0.370, 0.450], "e_tot_ha": -383.5945, "charge": -1, "relative_energy_kj_mol": 31.7, "spin_multiplicity": 1, "orbital_gap_ev": 8.657, "homo_ev": -4.52}


Entry 9:
{"formula": "C4H9O3", "method": "ωB97M-V/def2-TZVPD", "elements": ["C", "C", "O", "H", "H", "H", "H", "H", "H", "C", "C", "O", "O", "H", "H", "H"], "positions_angstrom": [[1.0432, -1.5199, -0.6789], [0.0464, -1.8051, 0.3937], [2.0215, -0.6187, -0.1774], [1.6812, -2.3521, -0.9768], [0.4602, -1.1110, -1.4910], [-0.8695, -2.5503, 0.3142], [1.5939, 0.0847, 0.3809], [-0.3069, -0.7564, 0.6782], [0.6326, -1.9771, 1.2083], [-1.1026, 2.0796, -0.5397], [-0.5487, 1.4088, 0.7818], [-1.3311, 0.9327, 1.5578], [0.7541, 1.3119, 0.8871], [-2.1877, 2.0006, -0.3602], [-1.1040, 1.7187, -1.5117], [-0.7826, 3.1535, -0.4663]], "mulliken_charge": [-0.191, -0.594, -0.589, 0.278, 0.181, 0.263, 0.433, -0.100, 0.335, -1.021, 0.630, -0.668, -0.832, 0.309, 0.337, 0.229], "e_tot_ha": -383.5462, "charge": -1, "relative_energy_kj_mol": 158.4, "spin_multiplicity": 1, "orbital_gap_ev": 8.665, "homo_ev": -4.51}


Entry 10:
{"formula": "C4H9O3", "method": "ωB97M-V/def2-TZVPD", "elements": ["O", "O", "C", "C", "C", "C", "O", "H", "H", "H", "H", "H", "H", "H", "H", "H"], "positions_angstrom": [[1.4779, 0.9396, 2.8049], [0.6728, 0.9901, 3.5975], [-0.3447, -2.1327, 0.3395], [0.1823, -0.9909, -0.5158], [-0.2754, 0.3398, -0.0478], [0.0487, 1.5636, -0.8164], [-0.8603, 1.7828, -1.8842], [0.0422, -3.1006, 0.0097], [-0.0576, -1.9930, 1.3836], [-1.4356, -2.1772, 0.3046], [1.2804, -1.0016, -0.5287], [-0.1185, -1.1323, -1.5638], [-1.0788, 0.3844, 0.6651], [0.0476, 2.4369, -0.1513], [1.0632, 1.4794, -1.2273], [-0.6444, 2.6118, -2.3698]], "mulliken_charge": [0.009, -0.016, -1.281, -0.057, -0.674, -0.457, -0.526, 0.359, 0.296, 0.332, 0.300, 0.291, 0.552, 0.310, 0.258, 0.304], "e_tot_ha": -383.3129, "relative_energy_kj_mol": 23.5, "spin_multiplicity": 4, "orbital_gap_ev": [9.046, 10.200], "homo_ev": [-8.02, -10.20], "s2": 3.761}


Entry 11:
{"formula": "C4H9O3S2", "method": "ωB97M-V/def2-TZVPD", "elements": ["C", "C", "C", "C", "O", "O", "O", "S", "S", "H", "H", "H", "H", "H", "H", "H", "H", "H"], "positions_angstrom": [[1.2954, 1.2324, -0.6190], [0.5303, -2.0603, 1.3786], [0.8082, 0.3004, 0.4962], [0.7395, -1.1354, 0.1559], [-3.6662, -0.8489, -1.1207], [-2.6572, -1.4399, 1.0718], [-2.1677, 0.8191, 0.1003], [1.1553, -1.7753, -1.3057], [-2.2143, -0.6774, -0.1721], [0.6659, 1.2705, -1.5064], [1.4334, 2.2244, -0.3173], [2.1526, 0.6209, -1.0325], [1.1893, -1.8350, 2.2588], [1.0367, -2.9556, 1.1335], [-0.4928, -2.0562, 1.7825], [1.3926, 0.4907, 1.3611], [-0.2631, 0.5048, 0.8452], [-4.4998, -0.4906, -0.6686]], "mulliken_charge": [-1.260, -1.103, -0.002, 0.166, -0.555, -0.682, -0.688, -0.310, 0.660, 0.268, 0.419, 0.282, 0.286, 0.378, 0.269, 0.360, 0.227, 0.284], "e_tot_ha": -1179.9175, "charge": -1, "relative_energy_kj_mol": 181.8, "spin_multiplicity": 1, "orbital_gap_ev": 7.598, "homo_ev": -4.54}


Entry 12:
{"formula": "C4H9O6S3", "method": "ωB97M-V/def2-TZVPD", "elements": ["C", "C", "C", "C", "O", "O", "O", "O", "O", "O", "S", "S", "S", "H", "H", "H", "H", "H", "H", "H", "H", "H"], "positions_angstrom": [[-0.5540, 1.3500, -0.0056], [0.1414, 0.3853, -0.9907], [0.3309, -1.0257, -0.4276], [1.5179, -1.0273, 0.5787], [5.4110, -0.1264, -0.4438], [5.0421, 2.2578, 0.2113], [2.9853, 0.1060, -1.2204], [2.4986, -2.3061, -1.3559], [5.0110, -1.6607, 1.5529], [3.6651, 0.3839, 0.9893], [4.2992, 1.2470, -0.5123], [2.9894, -1.2668, -0.4320], [5.1325, -0.2210, 1.1764], [-0.6401, 2.3328, -0.3174], [-1.5959, 1.0284, 0.2571], [-0.0618, 1.3357, 1.0020], [-0.5569, 0.1846, -1.8027], [1.1497, 0.9101, -1.2569], [0.7662, -1.5058, -1.2495], [-0.6438, -1.4717, -0.1391], [1.6054, -0.0673, 1.0126], [1.5505, -1.9756, 1.2153]], "mulliken_charge": [-1.235, -0.111, -0.699, -0.621, -0.293, -0.639, -0.468, -0.712, -0.512, -0.290, 0.690, 0.526, 0.554, 0.397, 0.305, 0.283, 0.385, 0.048, 0.350, 0.474, 0.273, 0.296], "e_tot_ha": -1803.6964, "charge": -1, "relative_energy_kj_mol": 292.5, "spin_multiplicity": 1, "orbital_gap_ev": 7.805, "homo_ev": -4.45}